(1)
Below is one molecule with the formula C3H7NO2, with properties calculated with ωB97M-V with the def2-TZVPD basis set.

Each atom is followed by the atoms it is bonded to, with distances in Å.
Positions of all 13 atoms, in Å:
1 C 0.392 -1.251 -0.749  C2 1.416, H7 1.036, H8 1.183, H9 1.092
2 C 0.100 -1.049 0.621  C1 1.416, O3 1.204, N4 1.395
3 O 0.168 -1.909 1.460  C2 1.204
4 N -0.249 0.200 1.134  C2 1.395, C5 1.435, H10 1.003
5 C -0.621 1.192 0.167  N4 1.435, O6 1.475, H11 1.106, H12 1.123
6 O 0.431 1.878 -0.607  C5 1.475, H13 1.000
7 H 1.023 -0.639 -1.296  C1 1.036
8 H -0.504 -1.363 -1.513  C1 1.183
9 H 1.075 -2.061 -1.014  C1 1.092
10 H -0.646 0.216 2.056  N4 1.003
11 H -1.363 1.897 0.586  C5 1.106
12 H -1.037 0.724 -0.765  C5 1.123
13 H 1.231 2.164 -0.079  O6 1.000

Output
SMILES: CC(=O)NCO
M in g/mol: 89.094
LUMO in eV: 0.80
Net charge: 0
Relative energy (zero: lowest compared OMol25 entry of this formula, charge and spin) in kcal/mol: 46.9
Maximum force in eV Å⁻¹: 5.7
E_HOMO in eV: -9.8677


(2)
Below is one molecule with the formula C3H7NO2, with properties calculated with ωB97M-V with the def2-TZVPD basis set.

Each atom is followed by the atoms it is bonded to, with distances in Å.
Positions of all 13 atoms, in Å:
1 O -1.771 0.343 -0.459  C2 1.315
2 C -1.105 -0.571 0.212  O1 1.315, C3 1.550, H8 1.218, H9 1.106
3 C 0.127 -1.085 -0.576  C2 1.550, O4 1.481, H10 1.089, H11 1.095
4 O 1.363 -0.290 -0.388  C3 1.481, C5 1.290
5 C 1.355 0.944 -0.012  O4 1.290, N6 1.324, H12 1.092
6 N 0.302 1.671 0.329  C5 1.324, H7 1.124, H13 1.100
7 H -0.598 1.386 -0.281  N6 1.124
8 H -0.632 -0.159 1.255  C2 1.218
9 H -1.664 -1.423 0.643  C2 1.106
10 H 0.439 -2.091 -0.296  C3 1.089
11 H -0.085 -1.034 -1.649  C3 1.095
12 H 2.370 1.320 0.130  C5 1.092
13 H -0.102 0.991 1.093  N6 1.100

Output
M in g/mol: 89.094
LUMO in eV: -0.31
Net charge: 0
Relative energy (zero: lowest compared OMol25 entry of this formula, charge and spin) in kcal/mol: 117.1
Maximum force in eV Å⁻¹: 1.3
E_HOMO in eV: -8.7030


(3)
Below is a 2-piece molecular cluster, C3H7NO2 overall, with properties calculated with ωB97M-V with the def2-TZVPD basis set.

Each atom is followed by the atoms it is bonded to, with distances in Å.
Positions of all 13 atoms, in Å:
1 O 1.835 0.078 0.540  C2 1.210
2 C 1.603 1.259 0.415  O1 1.210, O3 1.306, H4 1.101
3 O 0.498 1.705 -0.117  C2 1.306, H13 1.040
4 H 2.329 2.042 0.685  C2 1.101
5 C -1.408 -0.948 0.151  C6 1.376, N7 1.343, H8 1.087
6 C -2.394 -1.763 -0.354  C5 1.376, H9 1.067, H10 1.075
7 N -0.362 -0.483 -0.551  C5 1.343, H11 1.080, H12 1.015
8 H -1.452 -0.511 1.145  C5 1.087
9 H -3.232 -1.881 0.295  C6 1.067
10 H -2.302 -2.296 -1.283  C6 1.075
11 H 0.587 -0.728 -0.098  N7 1.080
12 H -0.359 -0.815 -1.511  N7 1.015
13 H -0.066 0.883 -0.417  O3 1.040

Output
M in g/mol: 89.094
Spin multiplicity: 2
LUMO (alpha / beta) in eV: -4.84 / -8.91
Net charge: +1
Relative energy (zero: lowest compared OMol25 entry of this formula, charge and spin) in kcal/mol: 31.3
Maximum force in eV Å⁻¹: 4.4
E_HOMO (alpha / beta) in eV: -15.2632 / -15.1945


(4)
Below is one molecule with the formula C3H7NO2S, with properties calculated with ωB97M-V with the def2-TZVPD basis set.

Each atom is followed by the atoms it is bonded to, with distances in Å.
Positions of all 14 atoms, in Å:
1 O -2.520 0.682 -1.001  C2 1.197
2 C -1.873 0.085 -0.190  O1 1.197, O3 1.353, N4 1.405
3 O -2.172 0.108 1.129  C2 1.353, H8 0.965
4 N -0.805 -0.791 -0.444  C2 1.405, C5 1.435, H9 1.002
5 C 0.495 -0.280 -0.774  N4 1.435, C6 1.531, H10 1.093, H11 1.098
6 C 1.171 0.384 0.428  C5 1.531, S7 1.821, H12 1.092, H13 1.086
7 S 2.950 0.754 0.312  C6 1.821, H14 1.336
8 H -2.960 0.653 1.245  O3 0.965
9 H -1.034 -1.724 -0.732  N4 1.002
10 H 1.154 -1.059 -1.165  C5 1.093
11 H 0.503 0.403 -1.634  C5 1.098
12 H 0.721 1.368 0.575  C6 1.092
13 H 1.005 -0.239 1.302  C6 1.086
14 H 3.368 -0.345 0.948  S7 1.336

Output
SMILES: O=C(O)NCCS
M in g/mol: 121.161
LUMO in eV: 0.64
Net charge: 0
Relative energy (zero: lowest compared OMol25 entry of this formula, charge and spin) in kcal/mol: 20.6
Maximum force in eV Å⁻¹: 1.6
E_HOMO in eV: -9.1231


(5)
Below is a 2-piece molecular cluster, C3H7NO2S overall, with properties calculated with ωB97M-V with the def2-TZVPD basis set.

Each atom is followed by the atoms it is bonded to, with distances in Å.
Positions of all 14 atoms, in Å:
1 N 0.154 1.829 1.132  C2 1.337, H5 0.972, H6 0.998
2 C -0.488 1.778 -0.040  N1 1.337, O3 1.193, O4 1.429
3 O -1.197 0.898 -0.419  C2 1.193
4 O -0.310 2.989 -0.778  C2 1.429, H7 0.977
5 H 0.747 2.522 1.468  N1 0.972
6 H -0.031 1.006 1.664  N1 0.998
7 H -1.077 3.081 -1.378  O4 0.977
8 C -0.183 -1.867 -0.686  C9 1.488, H11 1.097, H12 1.089, H13 1.139
9 C 0.962 -2.247 0.185  C8 1.488, S10 1.615, H14 1.119
10 S 1.453 -1.417 1.480  C9 1.615
11 H -0.661 -0.907 -0.455  C8 1.097
12 H -0.956 -2.619 -0.537  C8 1.089
13 H 0.172 -1.779 -1.764  C8 1.139
14 H 1.416 -3.268 0.128  C9 1.119

Output
SMILES: NC(=O)O.CC=S
M in g/mol: 121.161
LUMO in eV: -0.02
Net charge: 0
Relative energy (zero: lowest compared OMol25 entry of this formula, charge and spin) in kcal/mol: 22.9
Maximum force in eV Å⁻¹: 3.4
E_HOMO in eV: -8.6466


(6)
Below is one molecule with the formula C3H7NO2S, with properties calculated with ωB97M-V with the def2-TZVPD basis set.

Each atom is followed by the atoms it is bonded to, with distances in Å.
Positions of all 14 atoms, in Å:
1 O -1.038 1.796 -0.505  C2 1.290
2 C -0.282 0.976 0.143  O1 1.290, C3 1.461, N6 1.411
3 C -0.960 0.048 1.044  C2 1.461, C4 1.521, H8 1.067, H9 1.062
4 C -1.919 -0.740 0.165  C3 1.521, O5 1.374, H10 1.102, H11 1.141
5 O -1.094 -1.494 -0.636  C4 1.374, H12 1.181
6 N 1.112 0.967 -0.076  C2 1.411, S7 1.810, H13 1.010
7 S 2.149 -0.510 0.063  N6 1.810, H14 1.379
8 H -1.572 0.565 1.749  C3 1.067
9 H -0.356 -0.710 1.477  C3 1.062
10 H -2.470 -1.372 0.880  C4 1.102
11 H -2.581 -0.083 -0.491  C4 1.141
12 H -1.603 -1.309 -1.686  O5 1.181
13 H 1.205 1.553 -0.894  N6 1.010
14 H 1.234 -1.374 -0.501  S7 1.379

Output
SMILES: O=C(CCO)NS
M in g/mol: 121.161
LUMO in eV: 0.41
Net charge: 0
Relative energy (zero: lowest compared OMol25 entry of this formula, charge and spin) in kcal/mol: 62.3
Maximum force in eV Å⁻¹: 7.3
E_HOMO in eV: -9.6442